C15H22BF4N2O4RuSi2 | ωB97M-V/def2-TZVPD

```
51
Properties=species:S:1:pos:R:3
Ru 0.44992 0.42208 0.32385
N -0.20344 -1.52573 -0.28164
C -1.08514 -2.08260 0.77855
C -1.70629 -1.02120 1.68307
O -2.60090 -1.31886 2.48080
N -1.12218 0.17498 1.55154
C -1.44219 1.26661 2.43598
C -0.47178 2.44008 2.20603
O -0.61692 3.45831 2.87593
O 0.45102 2.27503 1.31407
H -0.73645 -1.48516 -1.14204
H 0.50003 -2.23094 -0.49732
H -0.48028 -2.71858 1.42890
H -1.86350 -2.71441 0.35092
H -1.37214 0.96082 3.48476
H -2.46210 1.63811 2.29580
C 3.27161 2.37440 -0.83043
Si 1.99590 1.11549 -1.45875
C 2.98886 -0.27518 -2.28756
C 1.18844 2.01122 -2.93428
C 1.89493 2.53725 -4.02182
C 1.23436 3.17210 -5.06124
C -0.15295 3.29046 -5.03043
C -0.86267 2.77245 -3.95891
C -0.20317 2.13059 -2.90517
Si -1.03980 1.37326 -1.38521
C -2.10775 2.75930 -0.65933
C -2.29416 0.11725 -2.06948
H 3.85080 2.80459 -1.65342
H 3.96783 1.91108 -0.12687
H 2.75325 3.18175 -0.30738
H 3.61472 0.11729 -3.09636
H 2.31884 -1.02584 -2.71483
H 3.63887 -0.78348 -1.57212
H 2.97750 2.44887 -4.05794
H 1.79374 3.57486 -5.89935
H -0.67343 3.78585 -5.84347
H -1.94504 2.86900 -3.94323
H -2.71318 3.21570 -1.45068
H -1.48950 3.53306 -0.20083
H -2.78509 2.37096 0.10500
H -3.02206 0.63728 -2.70162
H -2.84809 -0.36792 -1.25966
H -1.83232 -0.66140 -2.68319
O 3.24671 -0.48776 1.09608
C 2.18493 -0.12832 0.81543
F 1.06602 -4.01647 -1.26216
B -0.02167 -4.50579 -2.04590
F -0.83199 -5.32394 -1.24357
F -0.77710 -3.40058 -2.50675
F 0.47597 -5.23281 -3.13298
```

Properties
2S+1	2
⟨S²⟩	0.76
maximum force	0.150	eV Å⁻¹
highest occupied orbital energy (alpha / beta)	-0.0651 / -0.1106	hartree
Kohn-Sham gap (alpha / beta)	6.48 / 7.60	eV
ΔE to the lowest compared entry with this formula, charge and spin	0.00	kcal per mole
total charge	-2

Here are the natural (NBO) charges for atoms 1 to 4, given in e: number 1, Ru, carries 0.094; number 2, N, carries -0.723; number 3, C, carries -0.314; number 4, C, carries 0.645

C15H22BiN4S4Se | ωB97M-V/def2-TZVPD

```
47
Properties=species:S:1:pos:R:3
Bi 0.43057 -1.01974 0.87485
S 1.23322 -1.62487 3.37139
S 3.20651 -1.00759 3.35462
S 3.13541 0.73358 2.28168
S 2.77475 0.01254 0.38728
N -0.47655 -0.63201 -2.66147
C -1.75962 -0.28537 -2.98998
C -2.12471 0.20274 -4.22853
C -3.45843 0.55346 -4.51284
C -4.44910 0.41206 -3.58154
C -4.11372 -0.07550 -2.29421
C -5.06791 -0.26645 -1.26767
C -4.66979 -0.72641 -0.04724
C -3.29616 -0.97762 0.16591
N -2.38778 -0.81584 -0.75588
C -2.77588 -0.39429 -1.98322
H -0.34644 -1.34561 -1.94014
H 0.16980 -0.72266 -3.42752
H -1.36658 0.30027 -4.99766
H -3.69950 0.92830 -5.50045
H -5.47874 0.65983 -3.80934
H -6.11033 -0.04675 -1.47019
H -5.37798 -0.88866 0.75482
H -2.94539 -1.30996 1.14015
C -1.76001 1.26992 3.08041
C -0.57448 2.22667 3.10325
N -0.78830 3.41502 2.28076
C -1.45626 4.53692 2.90970
C -0.50064 5.44256 3.67997
C -0.55558 3.32422 0.93359
C -0.75503 4.58140 0.11514
N -0.17587 2.20753 0.44445
H -1.51320 0.35512 3.62328
H -1.99885 1.00805 2.04797
H -2.64483 1.71645 3.54399
H 0.32155 1.71859 2.75078
H -0.37477 2.56481 4.12301
H -2.21684 4.14322 3.59058
H -1.99308 5.11943 2.16224
H 0.03766 4.87806 4.44239
H -1.04494 6.25146 4.17310
H 0.23822 5.88042 3.00652
H -0.31308 5.45716 0.59264
H -1.81734 4.77971 -0.04275
H -0.29075 4.44335 -0.85843
H 0.03696 2.28213 -0.54431
Se 0.67878 -3.11721 -0.46421
```

Properties
maximum force	0.239	eV Å⁻¹
highest occupied orbital energy	-0.1399	hartree
Kohn-Sham gap	6.32	eV
ΔE to the lowest compared entry with this formula, charge and spin	9.92	kcal per mole
total charge	-1

Here are the natural (NBO) charges for atoms 1 to 4, given in e: number 1, Bi, carries 0.997; number 2, S, carries -0.511; number 3, S, carries -0.046; number 4, S, carries -0.061

C15H22ClN3O2 | ωB97M-V/def2-TZVPD

```
43
Properties=species:S:1:pos:R:3
C -1.52356 2.59271 -0.29895
C -0.49644 1.85396 0.55652
C -0.18791 2.66117 1.81549
C 0.75519 1.59146 -0.28917
C 1.92290 0.96681 0.48918
N 3.05151 0.69580 -0.39639
C 3.03080 -0.01602 -1.54993
N 4.22398 -0.04105 -2.21785
O 2.06422 -0.63464 -1.97045
C 1.45994 -0.26456 1.29026
O 1.36120 -0.22191 2.50291
N 1.17787 -1.33757 0.54696
C 0.66740 -2.56224 1.11310
C -0.38689 -3.17549 0.18653
C -1.48916 -2.19505 -0.09719
C -2.47160 -1.94302 0.85250
C -3.47941 -1.02842 0.60858
C -3.50878 -0.36137 -0.60486
Cl -4.77765 0.77083 -0.92744
C -2.53560 -0.59098 -1.56258
C -1.52679 -1.50024 -1.29940
H -1.16368 3.59019 -0.54432
H -1.71011 2.05616 -1.22525
H -2.46518 2.69011 0.23501
H -0.92040 0.89007 0.85773
H -1.11510 2.94746 2.30638
H 0.36000 3.56817 1.56589
H 0.39521 2.07237 2.51766
H 0.48907 0.92723 -1.11221
H 1.10390 2.53577 -0.71748
H 2.28518 1.68590 1.22863
H 3.93827 1.07336 -0.10756
H 4.95237 0.62217 -2.02347
H 4.21369 -0.45996 -3.13171
H 1.29661 -1.28386 -0.46277
H 0.24180 -2.31564 2.08968
H 1.48464 -3.27938 1.26410
H 0.09378 -3.46720 -0.74891
H -0.79051 -4.07048 0.66325
H -2.45114 -2.46952 1.79531
H -4.23911 -0.83612 1.34986
H -2.56927 -0.06736 -2.50540
H -0.76123 -1.66965 -2.04225
```

Properties
maximum force	0.579	eV Å⁻¹
highest occupied orbital energy	-0.3265	hartree
Kohn-Sham gap	9.39	eV
ΔE to the lowest compared entry with this formula, charge and spin	0.00	kcal per mole
structure (SMILES)	CC(C)C[C@H](NC(N)=O)C(=O)NCCc1ccc(Cl)cc1

Here are the natural (NBO) charges for atoms 1 to 4, given in e: number 1, C, carries -0.597; number 2, C, carries -0.223; number 3, C, carries -0.621; number 4, C, carries -0.407